[1]
Molecular formula: C3H2ClNO
Method: DFT, the ωB97M-V functional and the def2-TZVPD basis

Structure (XYZ):
```
8
C3H2ClNO, DFT the ωB97M-V functional and the def2-TZVPD basis
C -1.529 -0.218 0.523
C -2.869 -0.630 0.170
C -0.394 0.682 0.306
N -0.637 -0.276 1.462
O -3.493 -1.600 0.381
Cl -3.597 0.778 -0.488
H 0.398 0.386 -0.366
H -0.446 1.865 0.373
```

Its spin multiplicity is 3. As for the net charge: 0. As for the gap between HOMO and LUMO (alpha / beta): 8.246 / 6.708 eV. The LUMO energy (alpha / beta) is 0.64 / -4.03 eV. The calculation puts the energy above the lowest of the compared OMol25 structures with the same formula, charge and spin at 1.204 eV.

What are the Mulliken partial charges on each atom? They are as follows, in elementary charge units: number 1, C, carries 0.1871; number 2, C, carries 0.4467; number 3, C, carries -0.1125; number 4, N, carries -0.3555; number 5, O, carries -0.4246; number 6, Cl, carries -0.1948; number 7, H, carries 0.2180; number 8, H, carries 0.2356

***

[2]
Molecular formula: C14H29BBr3ClFMgNaO9
Method: DFT, the ωB97M-V functional and the def2-TZVPD basis

Structure (XYZ):
```
60
C14H29BBr3ClFMgNaO9, DFT the ωB97M-V functional and the def2-TZVPD basis
C 1.873 -1.044 0.770
C 1.106 0.424 0.999
Br 2.400 1.775 1.813
C 0.634 0.888 -0.536
Br 0.720 2.913 -0.759
B -0.912 0.401 -0.899
F -1.458 0.862 -2.210
C -1.854 -0.569 0.038
C -2.707 0.337 1.149
O -2.939 -0.164 2.375
H 2.819 -0.883 0.100
H 2.083 -1.516 1.820
H 1.056 -1.725 0.229
H 0.174 0.320 1.736
H 1.332 0.381 -1.361
H -1.164 -1.291 0.677
H -2.592 -1.218 -0.637
H -3.167 1.396 0.914
O -0.378 6.298 -1.813
H -0.020 6.761 -2.613
H 0.227 5.572 -1.514
H -1.297 5.963 -1.969
Br 1.133 2.194 -3.259
Na 1.433 4.281 1.945
C 4.843 1.922 4.688
O 5.356 2.557 3.532
H 4.256 2.644 5.260
H 4.202 1.087 4.393
H 5.670 1.560 5.304
H 5.872 1.891 3.045
C -3.378 2.288 -3.877
C -4.309 2.720 -4.991
C -3.882 2.255 -6.351
O -4.471 3.226 -7.199
C -4.572 4.372 -6.461
O -4.862 5.465 -6.916
O -4.301 4.130 -5.141
H -3.628 2.809 -2.946
H -3.443 1.210 -3.706
H -2.338 2.542 -4.107
H -5.337 2.413 -4.762
H -4.255 1.256 -6.589
H -2.797 2.279 -6.502
C 2.694 -7.747 2.107
C 3.375 -7.023 3.257
O 3.082 -5.622 3.232
C 1.839 -5.273 3.655
O 0.975 -6.039 4.052
O 1.714 -3.928 3.534
C 0.412 -3.442 3.848
H 2.955 -7.283 1.152
H 2.989 -8.800 2.084
H 1.605 -7.699 2.195
H 4.462 -7.121 3.153
H 3.106 -7.458 4.227
H 0.093 -3.770 4.842
H -0.300 -3.771 3.086
H 0.446 -2.349 3.841
Cl -2.237 7.440 -2.317
Mg -4.337 -1.092 0.383
```

As for the net charge: +2. As for the gap between HOMO and LUMO: 2.028 eV. The LUMO energy is -10.69 eV.

What are the Mulliken partial charges on each atom? They are as follows, in elementary charge units: number 1, C, carries -0.9450; number 2, C, carries -0.1372; number 3, Br, carries -0.1616; number 4, C, carries -0.4764; number 5, Br, carries -0.0617; number 6, B, carries 0.3813; number 7, F, carries -0.1620; number 8, C, carries 0.1606; number 9, C, carries -0.2140; number 10, O, carries -0.4886; number 11, H, carries 0.3851; number 12, H, carries 0.3557; number 13, H, carries 0.2779; number 14, H, carries 0.2720; number 15, H, carries 0.5702; number 16, H, carries 0.3372; number 17, H, carries 0.2628; number 18, H, carries 0.5002; number 19, O, carries -0.4158; number 20, H, carries 0.4362; number 21, H, carries 0.2241; number 22, H, carries 0.3889; number 23, Br, carries -0.2070; number 24, Na, carries 0.7474; number 25, C, carries -0.4846; number 26, O, carries -0.5081; number 27, H, carries 0.2045; number 28, H, carries 0.1631; number 29, H, carries 0.2989; number 30, H, carries 0.3085; number 31, C, carries -1.3075; number 32, C, carries 0.4904; number 33, C, carries -0.5529; number 34, O, carries -0.2986; number 35, C, carries 0.5909; number 36, O, carries -0.5196; number 37, O, carries -0.3329; number 38, H, carries 0.3231; number 39, H, carries 0.3752; number 40, H, carries 0.2731; number 41, H, carries 0.2801; number 42, H, carries 0.3285; number 43, H, carries 0.3265; number 44, C, carries -1.0925; number 45, C, carries -0.1469; number 46, O, carries -0.3443; number 47, C, carries 0.6783; number 48, O, carries -0.5359; number 49, O, carries -0.2653; number 50, C, carries -0.6840; number 51, H, carries 0.2876; number 52, H, carries 0.3594; number 53, H, carries 0.3097; number 54, H, carries 0.2869; number 55, H, carries 0.3109; number 56, H, carries 0.3753; number 57, H, carries 0.2803; number 58, H, carries 0.1876; number 59, Cl, carries -0.6011; number 60, Mg, carries 0.6052

***

[3]
Molecular formula: C4H10N2O2
Method: DFT, the ωB97M-V functional and the def2-TZVPD basis

Structure (XYZ):
```
18
C4H10N2O2, DFT the ωB97M-V functional and the def2-TZVPD basis
C -0.094 -0.500 2.640
C -1.165 -0.676 1.616
N -2.411 -0.977 2.082
O -0.946 -0.845 0.426
H 0.798 -0.270 2.020
H 0.190 -1.445 3.165
H -0.246 0.351 3.295
H -3.077 -1.380 1.442
H -2.736 -0.746 3.010
C 2.092 0.187 -1.971
C 0.706 0.445 -2.447
N 0.084 1.682 -2.378
O 0.027 -0.453 -2.926
H 2.470 -0.820 -2.236
H 1.994 0.408 -0.842
H 2.760 0.835 -2.489
H -0.830 1.899 -2.765
H 0.383 2.305 -1.643
```

As for the SMILES: CC(N)=O.CC(N)=O. As for the net charge: 0. As for the gap between HOMO and LUMO: 9.795 eV. The LUMO energy is 0.74 eV. The calculation puts the energy above the lowest of the compared OMol25 structures with the same formula, charge and spin at 1.224 eV.

What are the Mulliken partial charges on each atom? They are as follows, in elementary charge units: number 1, C, carries -0.8357; number 2, C, carries 0.6230; number 3, N, carries -0.3882; number 4, O, carries -0.5795; number 5, H, carries 0.1526; number 6, H, carries 0.2754; number 7, H, carries 0.3388; number 8, H, carries 0.2293; number 9, H, carries 0.1800; number 10, C, carries -0.8477; number 11, C, carries 0.7382; number 12, N, carries -0.4411; number 13, O, carries -0.6066; number 14, H, carries 0.2528; number 15, H, carries 0.1354; number 16, H, carries 0.3604; number 17, H, carries 0.2199; number 18, H, carries 0.1930

***

[4]
Molecular formula: C4H3S2
Method: DFT, the ωB97M-V functional and the def2-TZVPD basis

Structure (XYZ):
```
9
C4H3S2, DFT the ωB97M-V functional and the def2-TZVPD basis
C 0.176 0.037 0.181
C 1.218 -0.779 0.581
C 1.462 0.493 -0.106
C -1.275 0.048 0.142
S 1.722 -2.095 1.293
S 1.506 2.326 -2.121
H -1.383 0.086 -1.005
H -1.835 0.874 0.582
H -1.591 -0.991 0.453
```

As for the net charge: -1. As for the gap between HOMO and LUMO (alpha / beta): 6.226 / 6.002 eV. The LUMO energy (alpha / beta) is 2.52 / 2.34 eV. The calculation puts the energy above the lowest of the compared OMol25 structures with the same formula, charge and spin at 4.131 eV.

What are the Mulliken partial charges on each atom? They are as follows, in elementary charge units: number 1, C, carries 0.5180; number 2, C, carries 0.0727; number 3, C, carries -0.6142; number 4, C, carries -0.7486; number 5, S, carries -0.5457; number 6, S, carries -0.4250; number 7, H, carries 0.2021; number 8, H, carries 0.2979; number 9, H, carries 0.2427

***

[5]
Molecular formula: C22H20N2O4S2
Method: DFT, the ωB97M-V functional and the def2-TZVPD basis

Structure (XYZ):
```
50
C22H20N2O4S2, DFT the ωB97M-V functional and the def2-TZVPD basis
C 4.665 -2.760 1.702
S 2.879 -2.689 2.033
C 2.395 -4.237 1.394
N 3.371 -4.996 0.915
C 3.081 -6.175 0.401
C 1.792 -6.679 0.322
C 0.766 -5.895 0.819
C 1.049 -4.651 1.374
C -0.077 -3.840 1.882
O -1.239 -4.135 1.743
O 0.344 -2.745 2.524
C -0.659 -1.841 2.979
C -1.296 -1.098 1.835
C -0.515 -0.673 0.769
C -1.092 -0.011 -0.299
C -2.454 0.254 -0.308
C -3.093 0.961 -1.476
O -2.200 1.848 -2.141
C -1.910 2.982 -1.486
O -2.385 3.277 -0.413
C -0.966 3.839 -2.213
C -0.411 3.490 -3.439
C 0.470 4.361 -4.057
C 0.759 5.557 -3.414
N 0.244 5.908 -2.253
C -0.602 5.080 -1.649
S -1.259 5.579 -0.124
C -0.438 7.199 0.026
C -3.232 -0.158 0.765
C -2.659 -0.838 1.823
H 5.077 -1.825 2.066
H 5.093 -3.603 2.233
H 4.830 -2.867 0.636
H 3.932 -6.736 0.036
H 1.600 -7.647 -0.111
H -0.265 -6.217 0.791
H -0.130 -1.156 3.647
H -1.419 -2.396 3.540
H 0.547 -0.872 0.777
H -0.479 0.308 -1.130
H -3.972 1.520 -1.136
H -3.392 0.240 -2.244
H -0.676 2.545 -3.889
H 0.919 4.123 -5.007
H 1.439 6.278 -3.848
H 0.637 7.059 0.033
H -0.777 7.625 0.964
H -0.727 7.827 -0.809
H -4.291 0.048 0.769
H -3.275 -1.169 2.646
```

As for the SMILES: CSc1ncccc1C(=O)OCc1ccc(COC(=O)c2cccnc2SC)cc1. As for the net charge: 0. As for the gap between HOMO and LUMO: 8.615 eV. The LUMO energy is 0.31 eV. The calculation puts the energy above the lowest of the compared OMol25 structures with the same formula, charge and spin at 0.010 eV.

What are the Mulliken partial charges on each atom? They are as follows, in elementary charge units: number 1, C, carries -0.9577; number 2, S, carries 0.1594; number 3, C, carries 0.4127; number 4, N, carries -0.4313; number 5, C, carries -0.4220; number 6, C, carries -0.5508; number 7, C, carries -0.5459; number 8, C, carries 0.1681; number 9, C, carries 0.7133; number 10, O, carries -0.6518; number 11, O, carries -0.2578; number 12, C, carries -1.0316; number 13, C, carries 0.9620; number 14, C, carries -0.3532; number 15, C, carries -0.5062; number 16, C, carries 0.9290; number 17, C, carries -0.9656; number 18, O, carries -0.2971; number 19, C, carries 0.9965; number 20, O, carries -0.6964; number 21, C, carries -0.1357; number 22, C, carries -0.2940; number 23, C, carries -0.6746; number 24, C, carries -0.3301; number 25, N, carries -0.4332; number 26, C, carries 0.2601; number 27, S, carries 0.0814; number 28, C, carries -0.9018; number 29, C, carries -0.9070; number 30, C, carries -0.8913; number 31, H, carries 0.3909; number 32, H, carries 0.3107; number 33, H, carries 0.2681; number 34, H, carries 0.3926; number 35, H, carries 0.4065; number 36, H, carries 0.4795; number 37, H, carries 0.3508; number 38, H, carries 0.3424; number 39, H, carries 0.4208; number 40, H, carries 0.4963; number 41, H, carries 0.4184; number 42, H, carries 0.3415; number 43, H, carries 0.4997; number 44, H, carries 0.4068; number 45, H, carries 0.3770; number 46, H, carries 0.2849; number 47, H, carries 0.3712; number 48, H, carries 0.2854; number 49, H, carries 0.3636; number 50, H, carries 0.3455